Density functional theory data (the ωB97M-V functional and the def2-TZVPD basis) for a 8-piece molecular cluster, C40H57BN7O4S overall at a distorted geometry.

For the gap between HOMO and LUMO, the calculation gives 6.93 eV. The value obtained for the LUMO energy is 0.071 Ha. As for the charge: -1.

Last columns: bonded neighbours and bond lengths (Å).
Atoms and positions in Å:
1 H 2.19 0.26 -2.98  C9 1.155
2 H -0.65 5.93 -0.74  C62 1.080
3 H -5.92 -0.39 6.12  C42 1.081
4 H -1.77 2.37 3.42  C20 1.081
5 C -6.92 1.32 7.04  C42 1.374, H43 1.080, N105 1.370
6 H -3.77 1.26 6.07  C73 1.081
7 C 5.37 0.55 -9.62  H23 1.081, C100 1.374, C107 1.416
8 H 0.36 8.46 -5.56  N75 1.008
9 C 2.98 -0.21 -2.28  H1 1.155, C26 1.646, C51 1.642, H57 1.149
10 H 1.49 -0.84 -0.58  C51 1.148
11 H -3.46 3.33 1.30  C22 1.081
12 H 6.18 -1.54 -9.54  C107 1.081
13 C -1.52 6.78 -3.61  C30 1.374, C54 1.417, H81 1.081
14 H -1.29 -2.52 1.18  C98 1.166
15 O -0.60 -3.16 -1.49  B58 1.507, C99 1.465
16 H 3.66 2.00 -9.60  C100 1.080
17 S -1.85 -0.60 -1.01  C74 1.895, C93 1.858
18 H 0.14 0.16 -2.36  C74 1.150
19 N -1.12 3.85 -0.91  H28 1.008, C62 1.370, C90 1.369
20 C -1.49 1.64 4.16  H4 1.081, C21 1.374, C92 1.417
21 C -0.49 1.78 5.09  C20 1.374, H96 1.080, N97 1.370
22 C -2.70 3.72 0.65  H11 1.081, C55 1.418, C90 1.375
23 H 6.25 1.17 -9.72  C7 1.081
24 C 1.33 -5.94 3.05  H53 1.080, N82 1.370, C103 1.374
25 C -1.66 8.59 -4.94  C54 1.374, N75 1.370, H77 1.080
26 C 3.97 -1.11 -3.24  C9 1.646, H44 1.165, H65 1.168, H104 1.149
27 H 4.15 -4.41 2.48  C59 1.080
28 H -0.48 3.59 -1.64  N19 1.008
29 H 2.65 1.52 8.17  C84 1.080
30 C -0.30 6.98 -4.19  C13 1.374, H37 1.080, N75 1.370
31 N 4.68 0.87 8.07  H64 1.008, C84 1.370, C87 1.370
32 O -1.46 -3.48 -3.72  B58 1.498, C67 1.443
33 H -0.33 -1.56 2.50  C98 1.168
34 C 4.50 -0.58 6.40  H66 1.081, C69 1.416, C87 1.374
35 H -0.20 0.48 0.51  C93 1.150
36 H 1.41 -1.42 -7.18  C45 1.156
37 H 0.63 6.43 -4.10  C30 1.080
38 C -1.41 -0.23 5.40  H79 1.080, C92 1.374, N97 1.370
39 H -3.43 7.94 -3.82  C54 1.081
40 H 6.43 -0.19 7.46  C87 1.080
41 H 2.32 -4.12 0.49  C56 1.081
42 C -5.88 0.63 6.47  H3 1.081, C5 1.374, C73 1.417
43 H -7.94 1.03 7.24  C5 1.080
44 H 3.46 -1.37 -4.26  C26 1.165
45 C 0.88 -1.59 -6.17  H36 1.156, C49 1.323
46 C -3.36 -4.75 -0.97  H50 1.150, C80 1.631, O86 1.462, H95 1.162
47 C 4.01 -1.23 -9.41  N71 1.370, H88 1.080, C107 1.374
48 H -1.82 0.11 1.34  C93 1.168
49 C 0.37 -2.12 -5.07  C45 1.323, C67 1.602
50 H -2.53 -5.24 -0.35  C46 1.150
51 C 2.21 -1.32 -1.33  C9 1.642, H10 1.148, O89 1.452, H91 1.169
52 H 0.52 -2.06 0.91  C98 1.158
53 H 0.73 -6.55 3.71  C24 1.080
54 C -2.39 7.80 -4.08  C13 1.417, C25 1.374, H39 1.081
55 C -2.23 5.06 0.59  C22 1.418, C62 1.374, H63 1.081
56 C 2.20 -4.67 1.41  H41 1.081, C59 1.374, C103 1.416
57 H 3.59 0.55 -1.68  C9 1.149
58 B -1.49 -4.04 -2.33  O15 1.507, O32 1.498, H60 1.191, O86 1.475
59 C 3.14 -4.80 2.40  H27 1.080, C56 1.374, N82 1.370
60 H -1.03 -5.12 -2.17  B58 1.191
61 H -4.61 3.61 7.16  C78 1.080
62 C -1.26 5.11 -0.38  H2 1.080, N19 1.370, C55 1.374
63 H -2.57 5.89 1.19  C55 1.081
64 H 5.07 1.42 8.82  N31 1.008
65 H 4.16 -2.13 -2.70  C26 1.168
66 H 4.75 -1.32 5.65  C34 1.081
67 C -0.14 -2.88 -3.75  O32 1.443, C49 1.602, H72 1.163, C99 1.657
68 H 0.12 -5.50 1.28  C103 1.081
69 C 3.23 -0.01 6.63  C34 1.416, C84 1.374, H106 1.081
70 H 3.08 -5.84 4.25  N82 1.008
71 N 3.25 -0.09 -9.44  C47 1.370, H76 1.008, C100 1.370
72 H 0.58 -3.79 -3.71  C67 1.163
73 C -4.76 1.49 6.45  H6 1.081, C42 1.417, C78 1.374
74 C -0.57 -0.75 -2.40  S17 1.895, H18 1.150, H94 1.166, C99 1.619
75 N -0.39 8.08 -5.00  H8 1.008, C25 1.370, C30 1.370
76 H 2.25 -0.06 -9.38  N71 1.008
77 H -1.93 9.47 -5.50  C25 1.080
78 C -5.15 2.69 6.99  H61 1.080, C73 1.374, N105 1.370
79 H -1.54 -1.20 5.87  C38 1.080
80 C -4.24 -5.83 -1.82  C46 1.631, H85 1.150, H102 1.168, H110 1.162
81 H -1.77 5.99 -2.92  C13 1.081
82 N 2.61 -5.58 3.40  C24 1.370, C59 1.370, H70 1.008
83 H 0.20 0.45 6.59  N97 1.008
84 C 3.37 0.88 7.68  H29 1.080, N31 1.370, C69 1.374
85 H -5.35 -5.68 -1.56  C80 1.150
86 O -2.88 -3.76 -1.93  C46 1.462, B58 1.475
87 C 5.38 -0.03 7.30  N31 1.370, C34 1.374, H40 1.080
88 H 3.55 -2.20 -9.32  C47 1.080
89 O 1.61 -2.27 -2.24  C51 1.452, C99 1.448
90 C -1.99 3.00 -0.28  N19 1.369, C22 1.375, H109 1.082
91 H 3.08 -1.84 -0.75  C51 1.169
92 C -2.07 0.36 4.36  C20 1.417, C38 1.374, H101 1.081
93 C -1.01 -0.33 0.62  S17 1.858, H35 1.150, H48 1.168, C98 1.623
94 H -1.19 -0.63 -3.37  C74 1.166
95 H -4.07 -4.17 -0.25  C46 1.162
96 H 0.20 2.59 5.28  C21 1.080
97 N -0.44 0.63 5.83  C21 1.370, C38 1.370, H83 1.008
98 C -0.49 -1.69 1.34  H14 1.166, H33 1.168, H52 1.158, C93 1.623
99 C 0.17 -2.19 -2.28  O15 1.465, C67 1.657, C74 1.619, O89 1.448
100 C 4.07 1.00 -9.56  C7 1.374, H16 1.080, N71 1.370
101 H -2.89 -0.07 3.80  C92 1.081
102 H -3.91 -6.91 -1.53  C80 1.168
103 C 1.05 -5.39 1.82  C24 1.374, C56 1.416, H68 1.081
104 H 5.01 -0.63 -3.37  C26 1.149
105 N -6.47 2.58 7.36  C5 1.370, C78 1.370, H108 1.008
106 H 2.31 -0.22 6.10  C69 1.081
107 C 5.33 -0.86 -9.53  C7 1.416, H12 1.081, C47 1.374
108 H -7.02 3.30 7.79  N105 1.008
109 H -2.03 1.95 -0.56  C90 1.082
110 H -4.05 -5.67 -2.96  C80 1.162